Below is a cluster of 2 separate species, C4H12 in total at a distorted geometry, with properties calculated with ωB97M-V/def2-TZVPD.

XYZ file:
```
16
C4H12 (ωB97M-V/def2-TZVPD)
C 1.70 -2.26 0.99
C 1.33 -1.60 -0.34
H 0.88 -2.87 1.36
H 2.62 -2.79 0.88
H 1.86 -1.45 1.73
H 1.04 -2.47 -0.96
H 0.62 -0.77 -0.51
H 2.27 -1.21 -0.80
C -2.12 2.27 0.11
C -0.94 1.63 -0.73
H -3.05 2.13 -0.41
H -2.09 1.71 1.06
H -1.71 3.28 0.31
H -0.83 0.58 -0.54
H -0.07 2.26 -0.66
H -1.23 1.65 -1.80
```

Properties
**Charge**: 0
**DFT total energy**: -159.55679 hartree
**SMILES string**: CC.CC

Atomic partial charges in e from the Mulliken method, atoms 1 to 5: -0.8131 -0.3687 0.2756 0.2757 0.2527